Record 1
10
Properties=species:S:1:pos:R:3 method="wB97M-V/def2-TZVPD" lumo_energy_ev=-15.4277 max_force_ev_per_a=4.96 homo_lumo_gap_ev=10.48 charge=+3
H -1.492 -1.533 0.959
C -0.691 0.265 0.043
Pb 3.334 1.874 -0.265
O 1.990 0.284 0.052
O -1.287 1.332 0.057
H -0.743 2.150 0.010
O 0.531 -1.467 -0.010
H -1.514 -1.514 -0.889
C -1.049 -1.144 0.032
C 0.922 -0.249 0.011



Record 2
10
Properties=species:S:1:pos:R:3 method="wB97M-V/def2-TZVPD" lumo_energy_ev=-1.0614 max_force_ev_per_a=2.06 homo_lumo_gap_ev=7.11 charge=0
O -0.106 0.854 1.091
Rb 0.487 2.824 3.147
C -1.073 0.158 1.491
H 1.719 -1.996 -4.337
C 1.666 -1.247 -3.566
O -1.642 -0.796 0.962
O -1.526 0.581 2.739
H -2.278 0.045 3.016
C 1.577 -0.340 -2.767
H 1.175 -0.083 -1.775



Record 3
10
Properties=species:S:1:pos:R:3 method="wB97M-V/def2-TZVPD" lumo_energy_ev="-0.7297 / -0.6920" max_force_ev_per_a=4.26 multiplicity=2 homo_lumo_gap_ev="5.17 / 5.29" charge=0
H 0.112 3.190 -0.290
Sn 0.623 1.612 -0.305
C -1.259 -0.895 -0.042
O 2.037 0.421 0.293
H 2.305 -1.570 0.739
C 0.364 -1.180 -0.061
C 1.614 -0.794 0.384
O -2.472 -0.506 -0.378
O -0.371 -0.087 -0.736
H -2.953 -0.190 0.398



What is the charge in the first record? +3